C4H9NO | the ωB97M-V functional and the def2-TZVPD basis

Structure (XYZ):
```
15
Properties=species:S:1:pos:R:3:forces:R:3
C -1.977651 -0.898542 1.817616 -0.078 -0.156 0.079
C -1.227103 -1.783968 1.163604 -0.148 -0.028 0.125
C 0.439689 -0.190317 -0.343419 0.541 0.650 -0.369
O -0.182520 0.862772 0.194515 0.087 -0.092 -0.091
N 1.406070 0.234811 -1.161244 -0.260 -0.488 0.058
C 1.766477 1.592698 -1.561057 -0.033 -0.022 0.245
H -0.855063 0.477133 0.783762 -0.042 0.016 0.021
H -2.927691 -0.551521 1.418470 0.102 -0.067 0.045
H -1.678398 -0.503356 2.785555 -0.037 -0.075 -0.101
H -0.275289 -2.134593 1.548396 -0.172 0.030 0.012
H -1.513217 -2.182549 0.195738 -0.019 0.041 0.163
H 1.887354 -0.522734 -1.619035 0.057 0.168 0.005
H 1.611239 1.706571 -2.635655 0.072 0.111 0.076
H 1.132681 2.296868 -1.021084 0.122 -0.098 -0.146
H 2.814453 1.790795 -1.308476 -0.192 0.010 -0.122
```
Forces are in eV/Å.

Calculated values
Energy relative to the best compared isomer or geometry (same formula, charge and spin) = 310.4 kJ/mol
Kohn-Sham gap = 0.3437 Ha
Calculated total energy = -7829.103 eV
Net charge = 0
M = 87.1 Da

=====

C4H9NO | the ωB97M-V functional and the def2-TZVPD basis

Structure (XYZ):
```
15
Properties=species:S:1:pos:R:3:forces:R:3
N 1.122125 -2.187864 -0.106634 0.606 0.889 0.347
C 0.171669 -1.176291 0.011242 -1.798 -0.998 -1.239
C -0.294110 -0.427626 -0.997941 -0.507 0.463 -0.113
C -1.425091 0.501064 -0.812359 0.980 -0.688 0.222
C -1.798857 1.312128 -1.795482 1.178 0.464 -0.188
H 0.831121 -3.120517 0.119409 -0.100 -0.086 0.145
H 1.619985 -2.117962 -0.975780 0.090 -0.317 -0.190
H -0.527680 -1.203889 0.837842 0.691 -0.039 0.743
H 0.058774 -0.467973 -2.022179 0.526 -0.142 0.065
H -1.819925 0.415882 0.192799 -0.464 0.652 0.005
H -2.329086 2.239110 -1.730889 -1.000 -0.111 0.321
H -1.188830 1.254241 -2.694615 -0.184 -0.075 -0.112
H 1.876577 2.067692 2.655611 -0.146 -0.096 0.030
H 2.213687 1.393345 3.970459 -0.069 -0.053 0.035
O 1.489638 1.518662 3.348521 0.198 0.137 -0.071
```
Forces are in eV/Å.

Calculated values
Energy relative to the best compared isomer or geometry (same formula, charge and spin) = 240.3 kJ/mol
Kohn-Sham gap = 0.3203 Ha
Structure (SMILES) = C=C/C=C/N.O
Calculated total energy = -7829.829 eV
Net charge = 0
M = 87.1 Da

=====

C4H9NO | the ωB97M-V functional and the def2-TZVPD basis

Structure (XYZ):
```
15
Properties=species:S:1:pos:R:3:forces:R:3
C -2.067198 -0.046923 1.150169 0.044 0.079 -0.198
C -1.169140 -0.852056 0.181920 0.028 0.095 -0.328
C 0.199056 -0.172138 -0.025097 0.755 0.122 1.088
O 0.745014 0.027099 1.057378 0.048 0.188 -0.259
N 0.947704 0.140153 -1.164582 -0.168 -0.320 0.429
C 2.292100 0.666965 -0.876854 0.061 0.095 -0.009
H -2.318405 0.921778 0.713245 -0.022 0.013 0.067
H -3.011001 -0.579684 1.331837 0.287 0.049 -0.121
H -1.583468 0.128881 2.119165 0.011 -0.120 -0.401
H -0.910172 -1.784251 0.712559 -0.039 0.199 -0.537
H -1.717593 -1.086883 -0.728104 0.039 -0.056 -0.146
H 0.649981 0.225575 -2.134068 -0.446 -0.356 0.774
H 2.250992 1.752286 -0.746873 0.125 -0.065 0.012
H 2.659606 0.236725 0.055922 -0.209 0.083 -0.179
H 3.032525 0.422473 -1.646618 -0.514 -0.007 -0.192
```
Forces are in eV/Å.

Calculated values
Energy relative to the best compared isomer or geometry (same formula, charge and spin) = 88.1 kJ/mol
Kohn-Sham gap = 0.3834 Ha
Structure (SMILES) = CCC(=O)NC
Calculated total energy = -7831.407 eV
Net charge = 0
M = 87.1 Da

=====

C4H9NO | the ωB97M-V functional and the def2-TZVPD basis

Structure (XYZ):
```
15
Properties=species:S:1:pos:R:3:forces:R:3
C 1.503710 1.314111 0.199306 -0.754 1.392 -0.033
C 0.988347 -0.022575 -0.356743 -1.363 1.167 -0.268
C 1.874138 -1.143529 0.103749 -0.179 -1.501 0.017
C -0.460048 -0.185041 0.094814 -1.608 0.551 -0.941
H 2.601799 1.416578 -0.042529 -1.121 0.027 0.652
H 0.931021 2.135969 -0.360839 0.959 -0.942 0.889
H 1.232338 1.440918 1.300829 0.829 -0.175 -1.298
H 1.034829 0.168808 -1.447299 -0.210 -0.835 0.364
H 2.816695 -0.951305 -0.414991 0.238 -0.490 0.479
H 1.483130 -2.163350 -0.179956 0.438 1.041 0.033
H 1.995886 -1.187066 1.214922 0.070 0.354 -0.854
H -0.596360 -0.456134 1.167323 0.202 0.098 -0.506
H -2.555941 -0.032352 1.184189 0.571 -0.103 -1.728
N -1.557009 0.063464 -0.592327 3.212 -0.752 2.334
O -2.685153 -0.074264 0.184735 -1.285 0.167 0.858
```
Forces are in eV/Å.

Calculated values
Energy relative to the best compared isomer or geometry (same formula, charge and spin) = 306.3 kJ/mol
Kohn-Sham gap = 0.3861 Ha
Structure (SMILES) = CC(C)/C=N/O
Calculated total energy = -7829.146 eV
Net charge = 0
M = 87.1 Da

=====

C4H9NO | the ωB97M-V functional and the def2-TZVPD basis

Structure (XYZ):
```
15
Properties=species:S:1:pos:R:3:forces:R:3
O -1.911346 -2.371962 -0.923434 0.062 0.112 -0.097
C -0.475318 -0.058896 0.667659 -0.035 -0.036 0.105
C -0.109061 1.435505 0.767470 -0.075 0.302 0.213
N 0.761306 1.387677 -0.444944 0.004 0.135 -0.092
C 1.795362 0.392876 -0.164674 0.287 -0.075 0.096
C 0.456312 -0.077371 -0.540705 -0.055 -0.263 -0.254
H -2.262944 -1.529352 -1.236643 -0.001 -0.189 0.000
H -0.189037 -0.718999 1.492062 -0.026 0.098 -0.084
H -1.531221 -0.224934 0.450794 0.184 0.076 -0.003
H -0.953791 2.098825 0.570660 0.089 -0.104 0.077
H 0.409373 1.778690 1.667689 -0.016 -0.063 -0.075
H 2.579398 0.367192 -0.916375 -0.153 0.005 0.093
H 2.139827 0.248785 0.858249 -0.071 0.083 -0.063
H -0.982665 -2.180120 -0.744372 -0.168 -0.131 -0.012
H 0.273800 -0.547915 -1.503437 -0.026 0.050 0.095
```
Forces are in eV/Å.

Calculated values
Energy relative to the best compared isomer or geometry (same formula, charge and spin) = 294.5 kJ/mol
Kohn-Sham gap = 0.3803 Ha
Structure (SMILES) = C1CN2C[C@@H]12.O
Calculated total energy = -7829.268 eV
Net charge = 0
M = 87.1 Da

=====

C4H9NO | the ωB97M-V functional and the def2-TZVPD basis

Structure (XYZ):
```
15
Properties=species:S:1:pos:R:3:forces:R:3
C 1.534884 -1.329833 -0.297445 0.594 0.879 1.765
C 1.021789 -0.072050 0.417646 0.473 -0.288 0.251
N -0.275985 0.263332 0.210569 0.183 0.807 -1.032
C -1.039609 -0.186526 -0.936314 -0.703 0.194 -0.106
C -0.893738 1.402657 0.883940 -0.613 -0.414 0.983
O 1.728715 0.522555 1.211412 -0.014 0.147 0.094
H 1.577553 -1.147263 -1.363040 -0.341 -0.798 -0.239
H 1.019439 -2.167789 0.179833 -0.540 -0.200 -1.131
H 2.537300 -1.473727 0.114461 0.112 0.336 -0.453
H -0.910452 0.413987 -1.850717 0.321 0.080 0.274
H -0.885060 -1.224967 -1.214565 0.107 -0.070 0.298
H -2.084193 -0.036725 -0.651096 -0.058 -0.381 -0.194
H -1.443238 2.098147 0.248816 0.189 -0.307 -0.531
H -0.260206 2.024580 1.512585 0.515 -0.530 -0.188
H -1.627201 0.913629 1.533920 -0.224 0.545 0.207
```
Forces are in eV/Å.

Calculated values
Energy relative to the best compared isomer or geometry (same formula, charge and spin) = 99.0 kJ/mol
Kohn-Sham gap = 0.3689 Ha
Structure (SMILES) = CC(=O)N(C)C
Calculated total energy = -7831.294 eV
Net charge = 0
M = 87.1 Da

=====

C4H9NO | the ωB97M-V functional and the def2-TZVPD basis

Structure (XYZ):
```
15
Properties=species:S:1:pos:R:3:forces:R:3
C 1.664760 -1.023630 1.177753 -0.003 -0.046 0.036
C 1.375935 0.145995 0.242993 0.134 0.084 0.045
N 0.137009 -0.010607 -0.494798 -0.087 0.016 -0.024
C -0.946904 0.790809 -0.285186 -0.023 0.003 0.016
O -0.961604 1.682122 0.547882 0.009 -0.217 -0.203
C -2.149156 0.500963 -1.164030 -0.069 0.022 -0.027
H 2.622311 -0.875298 1.688584 -0.144 -0.018 -0.071
H 1.722011 -1.970130 0.627199 -0.009 0.137 0.069
H 0.880016 -1.115073 1.934961 0.096 0.014 -0.106
H 1.269911 1.074398 0.808742 0.053 -0.126 -0.065
H 2.201307 0.278480 -0.467888 -0.108 -0.021 0.105
H 0.074201 -0.742948 -1.184030 -0.035 0.126 0.073
H -1.949165 -0.220257 -1.962303 0.006 0.094 0.141
H -2.484802 1.441728 -1.607186 0.052 -0.121 0.067
H -2.963831 0.123201 -0.539419 0.129 0.051 -0.055
```
Forces are in eV/Å.

Calculated values
Energy relative to the best compared isomer or geometry (same formula, charge and spin) = 18.8 kJ/mol
Kohn-Sham gap = 0.3880 Ha
Structure (SMILES) = CCNC(C)=O
Calculated total energy = -7832.125 eV
Net charge = 0
M = 87.1 Da

=====

C4H9NO | the ωB97M-V functional and the def2-TZVPD basis

Structure (XYZ):
```
15
Properties=species:S:1:pos:R:3:forces:R:3
C -0.429749 -0.683048 0.059502 5.615 5.031 -0.923
C 0.805821 0.599242 -0.104389 -0.730 -2.726 0.386
C 2.148988 -0.098321 -0.000418 0.249 0.388 -0.064
C -1.552964 0.166508 -0.120641 -3.598 -4.034 1.028
O -2.449444 -1.349005 -0.027470 -0.604 2.716 -0.047
N -2.116586 1.247782 -0.133251 -0.148 -0.394 -0.501
H -3.180228 -1.176741 0.583308 -0.162 -0.024 -0.233
H -1.582434 2.100206 -0.259670 0.265 -0.161 0.220
H -0.275635 -1.044542 1.069715 -0.385 -0.287 -0.217
H -0.227900 -1.347680 -0.772755 -0.317 -0.263 0.325
H 0.674563 1.325112 0.700319 -0.139 -0.083 -0.037
H 0.690811 1.092721 -1.071136 -0.143 -0.077 0.040
H 2.256130 -0.607563 0.958172 -0.005 -0.008 0.008
H 2.268137 -0.840400 -0.790787 0.002 -0.010 -0.001
H 2.970491 0.615728 -0.090498 0.099 -0.069 0.016
```
Forces are in eV/Å.

Calculated values
Energy relative to the best compared isomer or geometry (same formula, charge and spin) = 358.5 kJ/mol
Kohn-Sham gap = 0.3727 Ha
Structure (SMILES) = [H]/N=C(/O)CCC
Calculated total energy = -7828.604 eV
Net charge = 0
M = 87.1 Da

=====

no.,HOMO level (eV)
1,-8.33
2,-7.74
3,-9.45
4,-9.59
5,-9.43
6,-9.19
7,-9.64
8,-9.30